Entry 1:
50
Properties=species:S:1:pos:R:3:forces:R:3:mulliken_charge:R:1 method="wB97M-V/def2-TZVPD" multiplicity=2 charge=-2 relative_energy_kcal_mol=0.0 fmax_ha_per_bohr=0.01673 s_squared=0.76 lumo_energy_ev="3.78 / 3.55"
C 1.2086 -1.2236 -3.9644 -0.01 -0.07 0.00 -0.27
C 4.1866 2.5812 0.3125 0.00 0.05 -0.02 -0.37
C 1.7758 2.2805 0.2781 0.02 0.01 0.03 -0.55
C 1.7613 0.0341 -3.8098 -0.01 -0.01 -0.02 -1.12
C -0.8464 -3.1424 0.7061 -0.16 -0.03 0.07 -0.51
H 0.4669 -4.8731 -1.7193 0.02 -0.02 0.03 0.43
H 5.4176 0.8517 0.6759 0.00 -0.01 -0.01 0.37
H 1.4534 -2.0384 -4.6261 0.03 0.02 -0.01 0.39
Sb -2.8986 2.7020 -1.6188 0.09 -0.19 0.15 2.54
S -2.8876 -1.1772 3.5349 -0.03 0.03 0.02 -0.35
F -3.1002 0.8052 -1.8411 -0.02 0.30 0.01 -0.69
C 0.9909 0.6093 -2.7894 0.00 0.01 0.01 -0.46
C 4.4130 1.2413 0.5648 -0.01 -0.04 0.01 -1.09
N 3.1217 -0.9206 0.9104 -0.02 0.01 0.01 0.01
N -2.6507 3.1817 6.3201 0.00 -0.01 0.00 -0.57
N -5.1932 -0.3731 6.5432 0.02 0.00 0.01 -0.58
C -2.6293 0.3381 4.2643 0.07 0.01 -0.02 0.37
F -2.6285 4.5384 -1.2879 -0.03 0.04 -0.04 -0.57
N -0.6221 -3.1076 -1.4254 0.16 0.10 0.09 0.11
F -1.5608 2.7203 -2.9427 -0.01 0.07 -0.06 -0.56
F -4.2307 3.0279 -2.9130 -0.01 0.06 0.00 -0.57
H 0.2479 -5.0650 1.0330 0.00 -0.01 0.00 0.41
H 0.7686 2.6642 0.1749 0.00 -0.01 -0.01 0.48
H 2.5798 0.4713 -4.3564 0.01 0.00 0.00 0.38
C 1.9889 0.9257 0.5240 -0.06 0.02 0.07 0.38
H 5.0321 3.2523 0.2203 0.00 0.00 0.00 0.35
H 3.8371 -1.6113 1.0360 0.01 0.00 -0.01 0.18
C 1.7710 -1.1603 0.8935 0.04 -0.05 -0.13 -0.49
C -0.1163 -4.2934 0.3755 0.01 -0.01 -0.03 -0.74
N 0.0573 -0.2322 -2.3647 -0.11 0.06 -0.10 0.27
C 2.8872 3.0945 0.1734 0.01 -0.02 0.00 -0.62
N -1.1416 -2.4378 -0.3806 -0.08 0.03 0.02 -0.21
Na -1.5119 0.0381 -0.4500 0.55 -0.65 0.12 1.04
H 1.0647 1.5926 -2.3532 0.00 0.01 -0.02 0.61
H 2.7560 4.1513 -0.0208 0.00 0.00 0.00 0.40
N 1.0648 -0.0993 0.6670 -0.17 0.16 0.04 0.15
S -1.3470 1.0027 3.3707 -0.04 -0.04 0.01 -0.24
H 1.3717 -2.1540 1.0276 -0.01 0.00 0.00 0.30
F -1.5295 2.2591 -0.3268 -0.20 0.15 -0.21 -0.59
H -1.1703 -2.7900 1.6748 0.01 0.00 0.00 0.36
H -1.8737 -2.3030 -3.1304 -0.03 0.02 0.01 -0.19
B -0.7257 -2.5888 -2.8913 -0.05 -0.06 -0.09 0.12
C 3.2900 0.4267 0.6687 0.03 0.05 -0.02 0.48
N 0.1933 -1.3534 -3.0955 0.11 0.00 0.20 -0.11
C 0.0023 -4.2173 -1.0015 -0.02 -0.01 -0.05 -0.25
H -0.2918 -3.4718 -3.6069 -0.04 -0.01 -0.03 -0.22
C -4.3412 0.1834 5.9980 -0.10 -0.02 0.04 0.08
C -3.2975 0.8901 5.3446 0.08 -0.12 -0.09 0.24
F -4.1802 2.6119 -0.2442 -0.04 0.08 -0.02 -0.57
C -2.9337 2.1582 5.8678 0.02 0.11 0.05 0.06


Entry 2:
36
Properties=species:S:1:pos:R:3:forces:R:3:mulliken_charge:R:1 method="wB97M-V/def2-TZVPD" charge=-2 relative_energy_kcal_mol=47.7 fmax_ha_per_bohr=0.07323 lumo_energy_ev=4.72
H -0.5471 3.4930 -0.2978 -0.28 -0.40 -0.06 0.47
C -1.2159 1.8331 -1.6924 -1.57 0.95 -0.08 -0.76
H -2.0082 0.5629 3.4564 -0.07 -0.22 -0.35 0.44
H -1.7182 -2.5263 0.3004 -0.12 0.31 0.15 0.26
H -2.6784 0.2604 -2.4468 0.05 0.41 0.38 0.34
C 5.1074 -0.5508 -1.0031 0.07 -0.13 -0.01 -0.47
C -1.3401 2.8290 -0.6386 -1.32 -0.28 -1.13 -0.62
C 4.0110 -2.6514 -0.5094 0.27 0.34 -0.12 -0.44
C -2.6649 2.6937 -0.0458 0.03 0.08 -1.66 -0.75
C 2.7735 -2.0017 -0.4053 0.77 1.01 -0.26 -0.12
Cl 0.1909 1.8297 2.0081 0.85 0.82 1.29 -0.68
C 3.8796 0.1012 -0.9028 0.55 -0.46 -0.03 -0.51
H -4.2862 0.6886 1.9562 0.37 -0.31 -0.11 0.44
H 6.0093 0.0268 -1.2333 -0.28 -0.24 0.08 0.32
O 1.4767 1.4476 -0.7676 0.47 -1.36 0.13 -0.64
H -4.3836 1.2862 -0.5446 0.63 0.11 -0.05 0.54
C 1.4752 0.2426 -0.4907 -3.08 -1.38 0.46 0.68
C 2.7036 -0.5883 -0.6021 1.26 -0.77 0.04 0.32
C -2.2789 -0.1091 2.6437 -0.67 -1.43 -1.02 -0.74
Br 1.2841 -3.0898 -0.0024 0.28 -0.57 0.02 -0.19
H 6.1374 -2.4504 -0.8788 -0.23 0.07 0.03 0.33
H -4.1026 -1.2320 -0.0147 0.33 0.13 0.32 0.37
H 3.8234 1.1775 -1.0543 -0.23 -0.24 0.10 0.38
C -1.4168 -1.1481 2.0820 -1.83 -0.09 0.03 -0.45
Hg -1.3761 0.6634 0.4035 1.73 -0.71 0.90 1.97
O 0.4705 -0.5594 -0.1256 2.32 2.66 -1.30 -0.75
C 5.1807 -1.9314 -0.8056 -0.51 0.14 0.06 -0.43
C -3.3680 1.6372 -0.7596 0.62 1.07 -0.79 -0.47
C -2.1128 -1.7398 0.9428 -0.77 0.85 1.29 -0.43
C -3.4779 -0.0384 1.8307 0.64 -1.70 0.28 -0.61
C -2.4768 1.1005 -1.7718 0.03 1.37 0.19 -0.69
H -3.0301 3.2557 0.8216 0.17 -0.34 -0.45 0.31
C -3.3795 -1.0541 0.7870 0.50 -0.12 1.56 -0.70
H -0.3303 1.6654 -2.3051 -0.38 0.02 0.37 0.58
H 4.0784 -3.7284 -0.3581 -0.15 0.25 -0.01 0.35
H -0.4094 -1.3952 2.4241 -0.44 0.16 -0.22 0.37


Entry 3:
38
Properties=species:S:1:pos:R:3:forces:R:3:mulliken_charge:R:1 method="wB97M-V/def2-TZVPD" charge=0 fmax_ha_per_bohr=0.06715 lumo_energy_ev="-2.07 / -2.07"
Br -0.3167 2.8568 -1.8427 0.08 0.32 0.11 -0.31
H -3.1657 1.4277 1.7340 -0.07 -0.04 -0.22 0.45
H -1.2759 -1.5293 -1.7297 0.20 0.50 0.17 0.59
C -4.0297 -0.0227 -1.1701 0.42 0.68 0.30 -0.79
H 2.4069 -0.7433 -3.9928 -0.21 0.14 0.26 0.49
H 0.4845 0.9737 -4.8673 0.07 0.02 0.54 0.42
C -0.7926 0.0442 -3.2625 0.19 -1.24 -0.77 -0.36
S 0.0468 -0.7924 1.6118 -1.38 0.46 -0.40 1.05
H 1.2522 -2.3899 -2.1551 0.03 0.65 0.24 0.48
C -0.5267 -1.0204 -2.3348 0.05 -0.64 -1.53 -0.45
H 3.1971 -1.2451 5.4228 0.01 0.12 -0.25 0.40
C 1.7658 -1.1372 3.8199 0.01 0.06 -0.24 -0.52
H 0.9609 -1.6689 4.3301 0.34 0.20 0.02 0.46
H -4.3137 1.7884 -2.4804 -0.03 -0.10 0.26 0.48
C 3.8175 0.2140 2.3925 -0.50 -0.10 -0.24 -0.58
C 2.5628 -0.0288 1.8123 1.04 -0.13 1.24 -0.25
C -3.7052 2.1111 -0.3378 0.06 -0.92 0.00 -0.72
Hf 0.9011 0.7334 -1.7104 -0.10 2.13 1.86 0.98
C 1.5586 -0.6814 2.5248 0.44 -0.26 0.88 0.34
N 0.7642 0.0397 0.3212 1.47 0.17 0.06 -0.17
C 2.0907 0.3310 0.5150 -2.46 0.30 -2.40 1.29
H -4.2833 -0.8430 -1.8373 -0.01 0.08 0.10 0.48
O -0.2378 -2.1335 1.1702 0.48 0.81 0.40 -0.60
C -4.0566 1.3682 -1.5068 0.25 -0.36 0.61 -0.54
C 0.3998 0.2963 -4.0174 -0.33 -1.03 0.21 -0.44
H -3.6565 3.1957 -0.2619 -0.03 -0.21 0.01 0.47
C 1.4179 -0.6160 -3.5558 -0.88 -0.83 -0.34 -0.60
C -3.4490 1.1792 0.7143 -0.09 0.10 -0.90 -0.51
C 0.8250 -1.4647 -2.5476 -0.39 -0.05 -1.15 -0.33
C 3.0152 -0.8972 4.4072 -0.04 0.13 -0.43 -0.52
O -0.9834 0.0272 2.1932 1.45 -0.94 -0.25 -0.52
H 4.5630 0.7396 1.7953 -0.05 -0.16 0.35 0.49
H 4.9872 -0.0312 4.1828 -0.28 -0.07 -0.13 0.39
C 4.0278 -0.2180 3.7002 -0.18 -0.12 0.07 -0.54
H -1.7783 0.4664 -3.4476 0.30 0.24 0.48 0.48
O 2.6715 0.8691 -0.5399 0.15 -0.64 1.70 -0.92
H -3.5049 -1.0610 0.7509 -0.12 0.04 0.00 0.48
C -3.6405 -0.1375 0.1995 0.12 0.71 -0.62 -0.54


Entry 4:
39
Properties=species:S:1:pos:R:3:forces:R:3:mulliken_charge:R:1 method="wB97M-V/def2-TZVPD" charge=-1 relative_energy_kcal_mol=0.9 fmax_ha_per_bohr=0.05579 lumo_energy_ev=1.87
Cl -4.6840 5.1743 3.5907 -0.32 -0.09 -0.21 -0.23
C -3.1892 -0.8736 1.0740 -0.13 -0.37 -0.30 -0.53
C 3.1769 -2.5284 0.2931 0.01 0.21 -0.01 -0.70
N 0.6845 0.9481 -1.7998 2.55 -1.03 -0.18 -0.38
Cl -7.3321 3.4777 0.7600 0.15 0.23 0.30 -0.21
H -1.8351 1.4964 2.2774 0.02 0.18 -0.13 0.42
H 4.2641 1.1634 -0.2023 -0.10 -0.22 0.01 0.45
H 1.9860 -2.2477 -1.4929 0.10 0.10 0.12 0.39
C -2.1384 1.8897 -1.0449 -0.10 0.05 0.01 -1.56
C -3.6498 -1.5964 -1.2159 0.26 0.49 -0.36 -0.50
H -2.2153 2.4239 -1.9908 0.05 -0.11 0.44 0.77
S 2.4369 0.5058 -2.2960 -2.70 0.97 0.13 1.19
H -3.2266 -1.0173 2.1556 -0.07 -0.19 -0.21 0.33
C 4.0398 -1.9360 1.2222 0.00 0.19 -0.32 0.96
H 4.1158 -3.7047 2.4299 0.13 0.13 0.09 0.34
H 2.9114 -3.5804 0.4132 -0.06 0.33 -0.03 0.27
O -0.2362 2.7527 -3.1084 1.14 -1.58 1.09 -0.53
H 4.2445 -2.1886 3.3540 0.02 -0.11 -0.23 0.31
C -3.7290 -1.7987 0.1777 0.14 0.13 0.49 -0.41
C -1.7704 2.4273 0.2253 -0.50 -1.28 -0.23 -0.56
H 5.6276 -2.7586 2.4103 -0.19 -0.05 0.04 0.32
H -2.9995 -0.2573 -2.8146 -0.19 -0.11 0.18 0.36
C -2.6092 0.2948 0.5784 0.38 0.78 -0.61 0.56
H -4.0408 -2.3619 -1.8881 0.09 0.17 0.12 0.33
C 3.9551 0.1322 -0.0465 -0.07 -0.06 0.08 -0.40
C 4.4609 -0.6191 1.0128 -0.19 0.08 -0.22 -0.58
C 0.1847 1.8708 -2.4343 -0.73 1.56 -1.24 0.81
Zn -5.9949 4.3128 2.1678 0.26 -0.21 -0.14 0.43
H -4.2209 -2.6924 0.5661 0.14 0.13 -0.12 0.32
O 2.2977 -0.3348 -3.4539 0.34 0.15 0.55 -0.62
C 4.5323 -2.6931 2.4222 0.11 -0.14 0.05 -1.33
C -3.0881 -0.4225 -1.7391 -0.40 -0.65 0.29 -0.51
C 2.6671 -1.7944 -0.7777 0.03 0.17 0.07 -0.51
H -1.3636 3.4218 0.3987 -0.08 -0.21 -0.01 0.43
H 5.1976 -0.1767 1.6861 -0.27 -0.06 -0.13 0.34
C -2.0186 1.4372 1.2083 -0.16 0.24 -0.11 -1.31
O 3.1539 1.7504 -2.3461 0.18 -0.49 -0.01 -0.64
C 3.0366 -0.4549 -0.9176 -0.05 -0.10 0.03 0.21
C -2.6316 0.5580 -0.8546 0.21 0.76 0.74 0.95


Entry 5:
36
Properties=species:S:1:pos:R:3:forces:R:3:mulliken_charge:R:1 method="wB97M-V/def2-TZVPD" multiplicity=5 charge=0 fmax_ha_per_bohr=0.08048 s_squared=6.04 lumo_energy_ev="-1.66 / -2.49"
H -3.9301 3.0820 2.3566 -0.07 0.00 0.01 0.39
C 2.2110 -1.8891 -1.4270 -0.13 -2.28 -0.06 -0.52
H 3.0853 -1.7976 -2.0738 -0.23 -0.71 0.32 0.54
C 0.9515 -2.3705 0.4555 0.67 -0.41 0.40 -0.47
C 1.8140 -0.4162 -3.9763 0.87 0.88 -0.62 -0.39
C 1.3283 1.5656 -2.8472 -0.60 -0.11 -0.36 -0.67
Cl -4.5622 2.7807 5.1248 -0.44 0.27 0.32 -0.22
C 0.8106 -2.2037 -1.8263 0.66 -1.14 0.29 -0.25
H -0.3303 -0.9445 -4.3518 0.24 0.00 0.32 0.48
H -0.8262 -0.2770 4.3345 -0.40 0.45 -0.25 0.38
H -2.1938 1.9910 0.9384 -0.04 -0.17 0.38 0.32
H -0.9725 -2.8021 -0.5660 0.45 0.22 -0.08 0.44
Ru 1.3422 -0.1009 -1.5771 -1.49 2.05 3.27 0.60
H 0.4641 -2.4728 -2.8228 0.30 0.01 0.52 0.70
H 0.6889 -2.6851 1.4453 0.12 0.26 0.19 0.52
H 2.3690 -1.2070 -4.4758 -0.23 0.14 0.27 0.42
C -1.5225 0.4638 3.9164 -0.32 0.15 -0.26 -0.30
C -1.4278 0.7805 2.5441 -0.41 0.44 0.18 0.00
C -2.5028 1.0665 4.7171 -0.14 0.36 -0.53 -0.53
H -0.9030 1.2320 -2.8541 0.33 -0.13 -0.18 0.45
Cl 2.9197 0.9373 -0.3002 0.03 -0.01 0.01 -0.34
H 1.4251 2.5311 -2.3676 0.05 -0.16 -0.06 0.51
C 0.0889 0.8772 -3.1300 0.46 1.16 -1.30 -0.44
H -2.5876 0.8144 5.7769 0.01 0.13 -0.37 0.38
H 3.0893 -1.7313 0.6361 -0.25 0.00 -0.03 0.48
C -2.2948 1.7245 1.9930 -0.21 0.05 0.43 -0.29
C -0.3870 0.1089 1.6563 -0.07 -0.31 1.27 0.62
C 0.4090 -0.2873 -3.9008 -0.08 0.58 0.90 -0.35
C -3.2726 2.3367 2.7820 0.16 -0.15 0.60 -0.54
H 3.4728 0.8984 -3.1809 -0.33 -0.14 0.09 0.47
O 0.3141 -0.7175 2.2832 0.04 0.60 -1.26 -0.71
C 2.2264 -1.9506 0.0225 -0.58 -0.76 -0.46 -0.55
C 0.0738 -2.4962 -0.6262 0.31 -0.19 -0.65 -0.68
O -0.3992 0.4639 0.4350 0.69 -0.48 -0.60 -0.49
C 2.4124 0.6760 -3.2604 -0.87 0.50 -1.80 -0.30
C -3.3840 2.0192 4.1466 1.50 -1.09 -0.90 0.34


Entry 6:
38
Properties=species:S:1:pos:R:3:forces:R:3:mulliken_charge:R:1 method="wB97M-V/def2-TZVPD" multiplicity=5 charge=0 fmax_ha_per_bohr=0.16656 s_squared=6.03 lumo_energy_ev="-0.31 / -3.23"
C 2.8527 0.4551 -1.7233 -0.18 -0.13 0.23 -0.39
Os 1.7990 0.3879 0.3342 -3.74 0.72 -7.67 0.64
C 1.8486 0.6510 2.3536 -0.27 0.35 2.30 -0.63
C 2.8598 1.4354 1.7415 1.14 1.74 1.75 -0.22
C 3.2238 -0.7691 1.1745 1.72 -2.03 0.49 -0.37
N -1.4570 -0.8525 -1.9874 -0.19 0.28 -2.36 -0.59
C 2.6438 1.8265 -1.3080 -0.52 0.17 -0.39 -0.07
Cl -0.3427 1.5332 0.3426 -0.37 -0.17 0.78 -0.51
C -1.0564 -1.2746 -0.8043 -2.33 -0.15 0.88 0.36
H 1.4172 -1.5504 2.2310 0.20 0.24 0.19 0.56
C -4.5145 -0.8463 1.6560 -0.01 0.00 -0.03 -0.45
C 1.3223 2.2048 -1.7062 0.91 0.00 -0.65 -1.09
C 1.6542 0.0231 -2.3999 0.45 0.50 -0.13 -1.01
C 2.0646 -0.7089 2.0034 0.05 -1.47 2.11 -0.09
C 0.7293 1.0865 -2.3750 0.18 0.38 -0.46 0.07
H 1.5429 -0.9142 -2.9418 -0.08 0.26 0.24 0.69
H -5.4010 -0.4327 -0.3044 -0.14 0.10 0.23 0.41
H 1.0262 1.0532 2.9386 0.13 -0.20 -0.26 0.41
C -4.5175 -0.6766 0.2710 0.53 -0.15 0.12 -0.68
H 4.6360 0.8353 0.5295 -0.39 -0.05 -0.18 0.53
S 0.5529 -1.7668 -0.5838 0.40 1.02 1.01 -0.08
C -3.3259 -0.8417 -0.4130 -0.79 -0.23 0.73 0.18
H 3.7981 -0.0899 -1.7105 -0.35 0.31 -0.10 0.51
H -1.1812 -1.5904 2.1180 -0.54 0.10 -0.13 0.21
C -2.1414 -1.2492 0.2059 0.75 0.36 0.26 0.58
C -3.3246 -1.1632 2.3260 0.66 -0.17 -0.45 -0.76
O -3.7504 -1.7075 -2.8144 -0.05 -0.01 -0.54 -0.65
H 0.8967 3.2030 -1.5998 0.05 -0.57 0.10 0.39
H 3.6659 -1.6465 0.7106 -0.13 0.12 0.34 0.37
O -3.3990 0.7311 -2.5154 0.13 -0.43 -0.25 -0.65
H -0.2599 1.0642 -2.8172 0.14 -0.06 0.25 0.46
C 3.7178 0.5535 1.0349 1.67 -0.04 0.67 -0.74
H -3.3264 -1.2755 3.4159 0.03 0.09 -0.46 0.37
H 3.4010 2.5126 -0.9229 -0.31 -0.35 -0.16 0.56
H 3.0201 2.5054 1.8497 -0.26 -0.31 0.00 0.42
C -2.1261 -1.3542 1.6046 -0.31 -0.27 0.34 -0.19
S -3.1088 -0.6277 -2.1246 1.65 0.09 1.22 1.06
H -5.4402 -0.7238 2.2107 0.16 -0.01 -0.01 0.37


Number 1: total energy -79392.3387 eV. Number 2: total energy -108687.8611 eV. Number 3: total energy -107671.5045 eV. Number 4: total energy -109788.9173 eV. Number 5: total energy -49572.9422 eV. Number 6: total energy -60094.3499 eV.